C2H2Cl2O2S | ωB97M-V/def2-TZVPD

The value obtained for the total energy is -42080.4236 eV. The value obtained for the HOMO-LUMO gap (alpha / beta) is 8.476 / 8.475 eV. The value obtained for the LUMO energy (alpha / beta) is -0.65 / -0.65 eV. The energy above the lowest of the compared OMol25 structures with the same formula, charge and spin is 16.8 kcal per mole. The largest force on an atom comes out at 3.38 eV Å⁻¹.

Atoms and positions in Å:
S  2.52  0.57  0.51
C  -1.55  0.22  0.11
H  -1.21  1.13  1.71
Cl  -2.99  -0.33  -0.82
C  1.96  -0.50  -0.60
O  -0.49  0.34  -0.37
H  2.25  -0.16  -1.58
O  -1.98  0.81  1.20
Cl  1.48  -2.09  -0.15

List of Mulliken charges in e, atom by atom:
1 S -0.19
2 C 0.59
3 H 0.35
4 Cl -0.16
5 C -0.08
6 O -0.36
7 H 0.35
8 O -0.42
9 Cl -0.09